67
Properties=species:S:1:pos:R:3 method="wB97M-V/def2-TZVPD" multiplicity=1 largest_force_ha_per_bohr=0.337
C -4.055 -3.600 0.581
C -2.466 -3.933 0.523
H -2.231 -4.547 1.294
H -2.247 -4.360 -0.467
O -1.804 -2.950 0.672
C -1.502 -2.093 -0.149
O -1.839 -2.363 -1.180
C -0.568 -0.848 0.140
C -0.144 0.016 -1.017
H -0.913 0.280 -1.509
H 0.375 1.053 -0.492
C 0.742 -0.672 -1.970
N 1.991 -1.510 -1.267
C 3.287 -0.901 -1.201
O 4.107 -1.530 -0.663
C 3.607 0.034 -2.133
H 3.181 -0.212 -3.149
C 3.423 1.430 -1.625
N 4.238 1.804 -0.511
C 3.424 1.650 0.833
O 2.199 1.442 0.682
C 4.213 1.864 2.090
C 5.517 0.919 1.962
C 6.082 0.766 0.678
C 5.572 1.975 -0.647
H 6.047 1.722 -1.428
H 5.870 2.614 -0.037
H 7.267 0.972 0.517
H 5.819 -0.287 0.177
H 5.214 -0.225 2.278
H 6.271 1.249 2.588
H 4.657 2.777 1.824
H 3.755 1.648 2.846
H 2.376 1.533 -1.548
H 3.793 2.153 -2.428
H 4.784 0.114 -2.409
C 1.574 -2.237 -0.285
C 0.704 -1.470 1.179
H 0.398 -2.114 1.741
H 1.195 -0.549 1.413
H 2.525 -2.732 0.514
H 0.834 -2.985 -0.330
H 1.083 -0.140 -2.627
H 0.244 -1.735 -2.304
C -1.355 0.051 1.263
C -2.231 0.827 0.845
H -2.623 1.391 1.751
H -1.895 1.431 0.129
C -3.581 0.225 0.224
C -4.842 1.161 0.040
C -5.605 1.534 0.906
C -6.599 2.444 0.603
C -6.519 3.004 -0.716
C -5.727 2.478 -1.487
C -4.686 1.577 -1.166
H -4.052 1.443 -1.832
H -5.878 2.918 -2.649
H -7.562 3.663 -0.799
H -7.306 2.789 1.435
H -5.425 1.051 2.240
H -3.885 -0.641 1.004
H -3.283 -0.437 -0.474
H -0.435 0.637 1.712
H -1.773 -0.708 2.221
H -4.648 -4.623 0.363
H -4.281 -2.973 -0.270
H -4.410 -3.264 1.498

***

9
Properties=species:S:1:pos:R:3 method="wB97M-V/def2-TZVPD" multiplicity=1 total_charge=-1 largest_force_ha_per_bohr=0.071
S 1.078 -2.025 0.984
H 1.876 -1.328 1.783
O -1.033 1.897 0.574
C -0.688 0.751 0.381
C -0.171 0.320 -0.925
H -0.800 -0.024 1.140
H -0.775 0.882 -1.757
H 0.924 0.299 -1.056
H -0.411 -0.774 -1.122

***

15
Properties=species:S:1:pos:R:3 method="wB97M-V/def2-TZVPD" multiplicity=1 largest_force_ha_per_bohr=0.092
C -2.744 0.431 -0.681
C -1.408 0.554 -0.693
C -3.277 -0.385 0.205
C -0.872 -0.318 0.171
C 2.880 0.418 -0.420
Si 2.071 -0.496 1.099
S -2.053 -1.241 1.031
Cl 4.603 0.383 -0.167
H -3.346 1.056 -1.232
H -0.862 1.399 -1.271
H -4.293 -0.789 0.212
H 2.487 -0.309 -1.206
H 2.421 1.406 -0.520
H 2.069 -0.255 2.487
H 2.325 -1.853 0.983

***

110
Properties=species:S:1:pos:R:3 method="wB97M-V/def2-TZVPD" multiplicity=1 total_charge=-2 largest_force_ha_per_bohr=0.044
Sc -0.543 0.019 0.048
C 4.023 -3.711 -2.015
Si 2.440 -2.649 -1.834
C 1.018 -3.887 -1.558
C 2.128 -1.938 -3.564
C 2.540 -1.333 -0.539
C 1.871 -1.561 0.674
C 1.947 -2.845 1.317
C 1.533 -3.026 2.598
C 0.978 -1.938 3.305
C 0.824 -0.762 2.626
N 1.217 -0.538 1.352
Si 3.225 0.325 -0.965
C 3.858 1.283 0.556
C 2.288 1.597 -2.026
C 4.803 0.054 -2.014
H 3.892 -4.486 -2.778
H 4.291 -4.206 -1.077
H 4.871 -3.086 -2.309
H 0.569 -4.176 -2.511
H 0.235 -3.411 -0.961
H 1.334 -4.795 -1.040
H 1.980 -2.726 -4.308
H 2.945 -1.302 -3.912
H 1.220 -1.332 -3.527
H 2.419 -3.653 0.775
H 1.660 -3.985 3.088
H 0.638 -2.028 4.327
H 0.347 0.073 3.128
H 3.097 1.316 1.335
H 4.110 2.314 0.292
H 4.750 0.809 0.974
H 1.285 1.784 -1.634
H 2.166 1.223 -3.044
H 2.824 2.548 -2.073
H 5.531 -0.579 -1.501
H 5.278 1.015 -2.229
H 4.563 -0.415 -2.971
O -3.551 -2.997 1.048
P -2.825 -1.585 0.786
O -3.485 -0.857 -0.320
O -1.340 -1.795 0.697
O -3.139 -0.837 2.207
P -2.866 0.783 2.172
O -4.051 1.305 1.259
O -2.999 1.331 3.539
O -1.514 0.930 1.483
H -3.091 -3.444 1.774
H -4.082 0.705 0.465
C -2.347 6.082 -5.136
Si -2.373 5.026 -3.538
C -1.073 5.822 -2.395
C -4.053 5.392 -2.722
Si -2.044 2.687 -3.568
Te -2.074 1.992 -1.170
Si -0.417 2.440 -5.273
C -1.081 2.969 -6.993
C 1.104 3.568 -5.032
C 0.261 0.693 -5.589
Si -3.960 1.789 -4.630
C -3.613 0.112 -5.468
C -4.768 2.866 -5.991
C -5.298 1.451 -3.330
H -2.569 7.131 -4.930
H -3.089 5.718 -5.854
H -1.371 6.036 -5.627
H -1.246 6.885 -2.208
H -0.063 5.710 -2.801
H -1.101 5.295 -1.437
H -4.183 6.438 -2.434
H -4.128 4.776 -1.822
H -4.883 5.117 -3.380
H -1.642 3.906 -6.929
H -1.755 2.212 -7.405
H -0.265 3.113 -7.705
H 0.793 4.613 -4.940
H 1.803 3.496 -5.869
H 1.644 3.305 -4.120
H -0.538 0.018 -5.905
H 0.687 0.271 -4.678
H 1.035 0.681 -6.360
H -2.864 0.211 -6.260
H -4.507 -0.337 -5.907
H -3.214 -0.585 -4.726
H -4.082 2.994 -6.834
H -4.999 3.864 -5.608
H -5.693 2.428 -6.373
H -4.868 0.816 -2.550
H -6.187 0.953 -3.725
H -5.611 2.380 -2.844
O -0.645 2.088 5.309
C -0.758 3.462 5.098
N 0.517 4.099 5.318
C 1.514 4.367 4.432
O 2.585 4.808 4.829
C 1.255 4.197 2.969
C 1.649 5.222 2.117
C 1.481 5.064 0.756
C 0.933 3.879 0.289
N 0.594 2.871 1.085
C 0.748 3.028 2.396
H -1.422 1.665 4.859
H -1.462 3.911 5.811
H -1.111 3.696 4.091
H 0.826 4.118 6.277
H 2.076 6.124 2.537
H 1.775 5.840 0.061
H 0.742 3.730 -0.768
H 0.475 2.184 3.017
F -0.260 -0.621 -1.632

***

Calculated total energy (eV), listed in the same order as above: -37655.4205 -15038.2268 -36528.8851 -149467.2526
Calculated orbital gap (hartree), listed in the same order as above: 0.3054 0.2541 0.2805 0.2243